2 unconnected molecules or ions with the total composition C4H7N3OS, computed with ωB97M-V/def2-TZVPD.

Total charge   0
DFT total energy   -794.30988 Ha
SMILES string   CC(=O)/C=C(\N)S.N#N
Relative energy (zero: lowest compared OMol25 entry of this formula, charge and spin)   12.78 kcal/mol
HOMO-LUMO gap   9.376 eV
LUMO   0.7 eV

Each line ends with the Mulliken charge.
CARTESIAN COORDINATES (ANGSTROEM)
C  2.087  -0.040  0.375  -1.164
C  0.762  0.226  -0.408  0.937
O  0.858  0.619  -1.552  -0.692
C  -0.508  -0.120  0.184  -1.049
C  -1.651  0.200  -0.441  0.755
N  -1.645  0.575  -1.756  -0.532
S  -3.210  0.030  0.361  -0.206
H  2.760  0.823  -0.106  0.297
H  2.010  0.128  1.444  0.340
H  2.363  -0.969  0.148  0.333
H  -0.447  -0.529  1.206  0.164
H  -0.619  0.962  -2.077  0.401
H  -2.377  1.288  -1.872  0.240
H  -2.499  -0.527  1.351  0.162
N  -1.155  -3.142  -0.349  -0.162
N  -0.117  -2.784  -0.375  0.175